[1]
The following is a DFT calculation (ωB97M-V with the def2-TZVPD basis set) of a gas-phase ion, C2H3N2O (charge +1) in a non-equilibrium geometry.

Last column: natural (NBO) charge in e.
Element x y z (Å)
C: -0.90 0.11 0.62  -0.09
C: 0.24 0.72 0.04  0.13
N: -0.93 -1.14 0.21  0.14
N: 0.89 -0.16 -0.67  -0.21
O: -0.01 -1.45 -0.56  -0.02
H: -1.59 0.60 1.24  0.28
H: 0.51 1.69 0.21  0.28
H: 1.80 -0.37 -1.08  0.49

Calculated values
- LUMO level (eV) = -6.38
- DFT total energy (Ha) = -262.352133
- max |F| (eV Å⁻¹) = 3.4
- 2S+1 = 1
- total charge = +1

=====

[2]
The following is a DFT calculation (ωB97M-V with the def2-TZVPD basis set) of 2 unconnected molecules or ions with the total composition C2H3N2O2 in a non-equilibrium geometry.

Last column: natural (NBO) charge in e.
Element x y z (Å)
C: 1.16 0.06 -1.33  1.03
C: -0.70 0.51 1.54  0.86
N: -1.42 0.61 0.55  -0.86
N: 0.62 -0.94 -0.85  -0.83
O: 0.19 0.42 2.27  -0.45
O: 1.51 1.02 -1.76  -0.23
H: -2.25 1.18 0.37  0.46
H: -0.18 -0.97 -0.24  0.50
H: 1.06 -1.90 -0.56  0.51

Calculated values
- LUMO level (eV) = -5.63
- DFT total energy (Ha) = -337.691605
- max |F| (eV Å⁻¹) = 5.4
- 2S+1 = 1
- total charge = +1